No. 1
{
  "formula": "H3O3PS",
  "method": "the ωB97M-V functional and the def2-TZVPD basis",
  "elements": ["O", "O", "O", "P", "S", "H", "H", "H"],
  "positions_angstrom": [[-1.3048, -0.5162, -1.3304], [-1.4808, 0.3950, 0.9628], [1.8974, -0.6717, -0.0700], [-1.3152, 0.8393, -0.5813], [2.0553, 1.0009, -0.4673], [-0.4591, -1.0112, -0.9763], [-1.3789, 1.0440, 1.6962], [1.9861, -1.0802, 0.7663]],
  "forces_ev_per_angstrom": [[2.54, -2.56, 0.72], [0.11, -0.12, 0.74], [-0.53, 0.70, -3.08], [0.56, 2.78, 0.74], [-1.28, -1.47, 1.06], [-1.79, 0.52, -1.05], [0.00, -0.42, -1.06], [0.38, 0.58, 1.92]],
  "relative_energy_ev": 4.987
}

No. 2
{
  "formula": "H3OPd",
  "method": "the ωB97M-V functional and the def2-TZVPD basis",
  "elements": ["Pd", "O", "H", "H", "H"],
  "positions_angstrom": [[0.6877, 0.9636, -0.2715], [-0.6047, 0.1040, 0.2204], [-1.4598, 0.0694, -0.2220], [-0.2379, -0.8918, 0.3462], [1.6147, -0.2452, -0.0731]],
  "forces_ev_per_angstrom": [[13.73, 10.86, -5.46], [-12.43, -11.94, 5.44], [-0.90, -0.42, 0.10], [-1.87, 2.46, -0.16], [1.48, -0.95, 0.08]],
  "total_charge": 1,
  "multiplicity": 3,
  "s2": 2.003
}

No. 3
{
  "formula": "H3OS2",
  "method": "the ωB97M-V functional and the def2-TZVPD basis",
  "elements": ["O", "H", "S", "S", "H", "H"],
  "positions_angstrom": [[-0.3635, -1.7450, -0.5083], [-0.8465, -1.2367, -1.1689], [-1.1736, 1.5933, 0.5820], [0.8630, 1.4879, 0.0555], [0.1301, -1.0046, -0.1259], [1.3904, 0.9051, 1.1657]],
  "forces_ev_per_angstrom": [[0.18, 0.15, -0.30], [-0.32, -0.15, -0.02], [0.27, 0.03, -0.14], [-0.14, -0.22, 0.38], [0.11, 0.01, 0.33], [-0.09, 0.19, -0.25]],
  "total_charge": -1,
  "relative_energy_ev": 0.179
}

No. 4
{
  "formula": "H3PS2",
  "method": "the ωB97M-V functional and the def2-TZVPD basis",
  "elements": ["P", "S", "S", "H", "H", "H"],
  "positions_angstrom": [[-0.1253, -0.6226, 0.4250], [1.5624, 0.6593, 0.3630], [-1.7289, 0.7855, 0.1762], [-0.0977, -1.2161, -1.2634], [2.3066, 0.2591, 1.3170], [-1.9170, 0.1349, -1.0177]],
  "forces_ev_per_angstrom": [[-0.59, 2.15, 0.77], [-1.67, 0.60, -1.60], [1.58, -1.50, 0.11], [-0.02, -0.43, -0.84], [1.05, -0.97, 1.63], [-0.35, 0.15, -0.07]],
  "relative_energy_ev": 2.217,
  "multiplicity": 3,
  "s2": 2.010
}

No. 5
{
  "formula": "H3PS4",
  "method": "the ωB97M-V functional and the def2-TZVPD basis",
  "elements": ["P", "S", "S", "S", "S", "H", "H", "H"],
  "positions_angstrom": [[1.4185, 0.0728, -0.4640], [0.4440, 1.7554, -0.5347], [-3.1996, 0.8323, 0.5054], [3.3290, 0.0709, 0.5676], [0.9993, -1.5851, -1.3706], [-2.5498, -0.3183, 0.3963], [3.8942, -0.9731, -0.0740], [-4.3356, 0.1452, 0.9740]],
  "forces_ev_per_angstrom": [[0.17, 0.01, -0.65], [1.01, -1.33, 0.45], [-1.45, -0.59, 0.57], [-1.06, 0.37, -0.47], [0.31, 0.92, 0.69], [0.30, -0.26, -0.10], [-0.45, 0.02, -0.02], [1.18, 0.85, -0.50]],
  "relative_energy_ev": 0.676
}

No. 6
{
  "formula": "H40O20",
  "method": "the ωB97M-V functional and the def2-TZVPD basis",
  "elements": ["O", "H", "H", "O", "H", "H", "O", "H", "H", "O", "H", "H", "O", "H", "H", "O", "H", "H", "O", "H", "H", "O", "H", "H", "O", "H", "H", "O", "H", "H", "O", "H", "H", "O", "H", "H", "O", "H", "H", "O", "H", "H", "O", "H", "H", "O", "H", "H", "O", "H", "H", "O", "H", "H", "O", "H", "H", "O", "H", "H"],
  "positions_angstrom": [[4.4221, 2.7594, -0.9921], [3.8802, 3.4635, -1.2371], [4.5556, 2.2286, -1.6840], [0.7679, -4.3529, 1.8756], [1.0501, -4.8584, 2.5933], [-0.0858, -4.7651, 1.6343], [-1.0251, -2.1816, 3.4360], [-1.8977, -2.3418, 3.6919], [-0.6195, -2.8851, 2.8340], [-3.5842, -0.0766, -1.0012], [-2.8288, 0.2448, -0.4221], [-4.2429, 0.3876, -0.6005], [1.6034, -4.7086, -2.9414], [0.9901, -4.4460, -2.3356], [2.4171, -4.6307, -2.5719], [5.0363, 3.1252, 1.6495], [5.0829, 2.3556, 2.1956], [5.5448, 2.7069, 0.9555], [1.9781, 1.1776, 1.6643], [2.5879, 1.3289, 2.2318], [1.1581, 1.1414, 2.1570], [-2.1522, -2.2619, -4.2525], [-2.9043, -1.9447, -4.7591], [-1.4025, -1.8629, -4.8366], [0.4481, -3.4112, -0.5960], [0.9616, -3.8693, 0.0339], [0.3640, -2.6074, -0.6094], [-0.2145, 0.4090, -1.8457], [0.3079, 0.5771, -1.0724], [-0.4873, -0.4195, -2.0793], [-1.3217, 2.3143, 0.3221], [-0.9334, 2.7039, 1.1708], [-1.1757, 1.3358, 0.5498], [0.7695, -1.0801, 1.2216], [1.1300, -1.7898, 1.7017], [1.4024, -0.5029, 1.6774], [0.1080, 3.0335, 4.2414], [0.7537, 3.6749, 3.9174], [-0.1203, 3.8407, 4.8388], [-2.5104, 3.7788, -3.5185], [-2.3086, 2.8922, -3.4233], [-3.5973, 3.4126, -3.4389], [-3.5278, -4.2983, -0.8446], [-2.9041, -4.0675, -1.4978], [-4.3031, -4.1753, -1.3388], [-1.5933, 5.2169, -1.4426], [-1.8385, 5.3824, -2.4492], [-1.5210, 4.1620, -1.3651], [0.9412, -0.8931, -5.9529], [0.6886, -1.4113, -5.2165], [0.9516, 0.0740, -5.8448], [1.6940, 4.5556, 3.0796], [1.5527, 4.7760, 2.1434], [2.2778, 3.8671, 2.8240], [-4.6503, 0.4281, 1.8545], [-5.4683, 0.6010, 1.5913], [-4.0270, 1.1692, 1.8468], [2.8996, -3.1603, 3.6785], [2.7549, -3.4930, 2.7450], [2.1657, -2.6293, 3.8129]],
  "forces_ev_per_angstrom": [[0.75, 1.28, 4.80], [-1.33, 1.66, -0.70], [0.64, -3.07, -4.36], [-1.53, 0.80, -1.59], [0.96, -1.35, 2.06], [0.45, 0.36, -0.14], [3.57, -0.41, -1.47], [-2.01, -0.93, 0.20], [-1.54, 1.34, 1.32], [4.44, -0.96, -0.49], [-1.00, -0.90, -1.38], [-3.44, 1.78, 1.63], [-1.01, -1.68, -4.59], [-2.59, 1.33, 2.81], [3.63, 0.41, 1.73], [0.23, -0.11, 0.09], [-0.38, -0.53, 1.61], [0.02, 0.74, -1.36], [-6.17, -1.31, -5.78], [6.65, 1.75, 5.96], [-0.39, 0.38, 0.30], [2.21, 1.28, -1.78], [-0.44, -0.07, 0.16], [-1.77, -1.20, 1.61], [-0.18, -13.88, -2.28], [0.87, 0.42, 1.25], [-0.72, 13.54, 0.79], [0.29, 4.42, -0.49], [0.30, -0.95, 0.46], [-0.62, -3.54, -0.02], [1.24, -1.56, 2.65], [-0.89, -0.28, -1.64], [-0.35, 1.85, -0.84], [0.27, 1.08, -0.02], [-0.24, -2.94, 0.51], [-0.18, 1.23, -1.06], [-1.01, 2.50, 2.41], [0.93, -0.72, -1.65], [-0.91, -2.60, -0.36], [-6.60, 0.07, -0.31], [2.38, -3.13, 0.30], [4.08, 2.70, -0.42], [0.43, -0.61, 1.62], [1.77, 0.45, -0.95], [-2.13, 0.17, -0.65], [-0.19, -2.45, -2.26], [0.77, -0.98, 3.33], [-0.37, 3.64, -0.50], [0.49, 0.91, -2.15], [-0.17, 0.00, 1.50], [-0.25, -0.96, 0.73], [0.35, 1.34, -1.64], [-0.89, 1.03, 0.31], [1.65, -1.57, 0.64], [6.09, -1.70, 1.94], [-5.20, 1.85, -1.73], [-0.92, -0.01, -0.12], [1.85, -2.23, -2.35], [0.50, 0.55, 1.59], [-2.37, 1.73, 0.76]],
  "relative_energy_ev": 10.098
}

Values for calculated total energy, eV, ordered as above
-26313.1632; -5561.4296; -23768.0819; -31003.4933; -52678.9297; -41592.9264